Molecular formula: C38H46FN10O3Se2V
Method: DFT, wB97M-V/def2-TZVPD

The gap between HOMO and LUMO (alpha / beta) comes out at 6.6764 / 5.9352 eV. The calculation puts the energy above the lowest of the compared OMol25 structures with the same formula, charge and spin at 85.24 kJ/mol. For the LUMO energy (alpha / beta), the calculation gives -2.31 / -2.30 eV. As for the spin multiplicity: 2. As for the expectation value of S²: 0.885. The calculation puts the total energy at -220289.91631 eV. Its total charge is +1.

```
101
Properties=species:S:1:pos:R:3:forces:R:3:lowdin_spin:R:1
V -0.2078 -0.9743 -0.1247 -1.51 0.71 0.00 0.9597
Se -4.1349 -2.3837 -2.4428 -0.03 -0.01 0.03 0.0001
Se -3.3255 -3.6692 -0.6976 0.11 -0.01 -0.09 -0.0005
C -3.0812 -2.2933 0.6423 -0.30 -0.41 -0.15 0.0005
C -3.4013 -2.5995 1.9574 0.02 0.03 0.14 -0.0004
C -3.5036 -1.5540 2.8584 0.03 0.03 -0.08 -0.0001
C -3.3580 -0.2500 2.3944 -0.01 -0.10 -0.03 -0.0008
C -2.9993 -0.0659 1.0723 -0.03 0.04 0.15 -0.0002
N -2.7938 -1.0793 0.2231 0.29 0.53 -0.17 0.0043
C -2.5859 -2.2807 -3.5944 0.08 -0.09 0.11 0.0001
C -2.7008 -2.8178 -4.8736 -0.10 0.06 0.05 0.0000
C -1.5881 -2.8134 -5.6954 -0.06 -0.04 -0.09 0.0000
C -0.4000 -2.3045 -5.2032 0.06 0.05 -0.03 0.0000
C -0.3901 -1.7897 -3.9189 -0.16 -0.42 0.33 0.0008
N -1.4657 -1.7450 -3.1257 0.23 -0.23 0.10 0.0012
H -3.5983 -3.6208 2.2542 -0.03 0.01 0.00 0.0000
H -3.7450 -1.7506 3.8949 -0.01 0.00 0.00 0.0000
H -3.5114 0.6026 3.0417 -0.01 0.00 0.00 0.0000
H -2.8655 0.9278 0.6628 0.09 -0.02 0.04 0.0000
H -3.6412 -3.2363 -5.2027 0.00 -0.04 0.01 0.0000
H -1.6421 -3.2280 -6.6936 -0.01 0.02 0.00 0.0000
H 0.4982 -2.2912 -5.8054 0.02 -0.03 0.02 0.0000
H 0.5189 -1.3885 -3.4916 -0.05 -0.36 0.13 0.0005
C -0.2309 1.3393 7.0267 0.00 -0.01 0.00 0.0000
C -0.1323 2.4898 6.0397 0.02 0.00 0.00 -0.0003
C -1.1755 3.5559 6.3280 -0.01 0.01 -0.03 0.0000
C -0.9888 4.7364 5.3933 0.01 -0.01 -0.01 0.0001
C -1.0194 4.2756 3.9625 0.00 -0.02 0.00 -0.0003
C -1.4324 5.1241 2.9614 0.00 0.00 -0.01 -0.0022
C -1.4895 4.6788 1.6445 -0.02 0.03 0.00 -0.0003
F -1.9247 5.5270 0.7006 0.02 0.00 0.01 0.0001
C -1.1358 3.4092 1.2976 0.02 -0.04 -0.01 -0.0010
C -0.6994 2.5268 2.2948 -0.03 0.03 0.04 -0.0003
C -0.3410 1.1621 1.9312 0.10 -0.12 -0.08 -0.0084
O -0.3465 0.8187 0.7159 -0.19 0.64 0.30 0.0124
C -0.0268 0.2891 2.9979 -0.11 0.00 0.13 -0.0027
C 0.0045 0.7853 4.2769 0.05 -0.01 -0.06 -0.0014
N -0.2770 2.0425 4.6233 0.01 0.06 0.01 -0.0041
C -0.6576 2.9523 3.6307 0.04 -0.01 0.07 -0.0020
C 0.1967 -1.1947 2.8617 0.03 -0.07 -0.05 0.0038
O 0.4916 -1.8421 3.8542 -0.02 0.00 0.04 0.0036
O 0.0364 -1.7034 1.6850 0.01 0.17 0.04 0.0220
H -0.2423 1.7589 8.0317 0.00 0.00 0.00 0.0000
H 0.6132 0.6544 6.9747 0.00 0.00 0.00 0.0000
H -1.1535 0.7742 6.8835 0.00 0.00 0.01 0.0000
H 0.8585 2.9482 6.1270 0.00 -0.01 -0.04 -0.0001
H -1.0730 3.8700 7.3662 -0.01 -0.01 0.00 0.0000
H -2.1742 3.1258 6.2058 0.00 0.00 0.03 0.0000
H -0.0275 5.2154 5.6028 -0.01 0.02 0.00 0.0000
H -1.7596 5.4903 5.5508 0.00 0.00 0.00 0.0000
H -1.7344 6.1375 3.1923 0.00 0.01 -0.01 -0.0001
H -1.2017 3.0716 0.2747 0.00 0.00 -0.01 0.0000
H 0.2763 0.0931 5.0588 -0.03 -0.01 0.00 0.0000
C -1.1259 1.5745 -2.6104 -0.10 0.03 -0.02 0.0012
N -1.1894 2.8150 -3.3762 0.02 0.06 -0.02 -0.0001
C -0.4134 3.8408 -2.6731 0.01 -0.03 -0.03 0.0000
N 0.9834 3.4380 -2.4792 0.04 0.01 -0.03 0.0001
C 1.0064 2.1846 -1.7313 0.06 0.00 0.03 0.0000
N 0.2588 1.1058 -2.4066 -0.21 -0.10 0.08 -0.0003
C 0.8594 0.9335 -3.7416 -0.07 0.24 -0.20 0.0000
N 0.8435 2.1578 -4.5347 0.06 0.07 0.02 -0.0001
C -0.5522 2.5904 -4.6764 0.03 -0.01 0.04 0.0000
C 1.5696 3.1969 -3.7991 -0.05 -0.02 0.01 0.0000
H -1.6840 0.7954 -3.1348 0.02 0.05 0.05 0.0001
H -1.5875 1.7301 -1.6316 0.01 -0.01 0.00 0.0006
H -0.8712 4.0429 -1.7035 0.00 -0.01 0.00 0.0000
H -0.4343 4.7595 -3.2612 -0.01 0.02 0.03 0.0000
H 0.5781 2.3414 -0.7446 0.00 -0.01 0.00 0.0000
H 2.0440 1.8614 -1.6099 0.00 0.00 0.00 0.0000
H 0.3018 0.1697 -4.2857 0.17 0.59 -0.01 0.0000
H 1.8949 0.6042 -3.6177 0.02 -0.04 -0.01 0.0000
H -1.1092 1.8291 -5.2261 -0.01 -0.02 0.02 0.0000
H -0.5745 3.5211 -5.2449 -0.02 -0.01 -0.03 0.0000
H 1.5467 4.1226 -4.3760 0.01 0.00 0.00 0.0000
H 2.6095 2.8857 -3.6760 0.00 0.00 0.00 0.0000
C 5.0889 -1.0294 -0.3006 -0.01 0.07 -0.02 0.0021
C 4.1135 -1.4206 -1.4198 0.02 -0.09 0.12 0.0002
C 4.4459 -0.6741 -2.7144 -0.05 0.07 0.00 0.0003
C 4.1540 -2.9392 -1.6501 -0.08 0.00 -0.02 -0.0021
C 2.7516 -1.0785 -0.9704 -0.01 0.13 0.11 0.0057
N 1.6846 -0.8863 -0.5856 1.45 -0.27 -0.55 -0.0011
H 6.0983 -1.3168 -0.5953 0.00 -0.01 0.00 0.0004
H 4.8394 -1.5349 0.6317 0.01 -0.02 0.00 0.0001
H 5.0725 0.0464 -0.1260 0.01 0.00 0.00 0.0000
H 5.4598 -0.9347 -3.0183 0.00 -0.01 -0.01 0.0000
H 4.4002 0.4062 -2.5722 -0.01 0.00 0.00 -0.0001
H 3.7651 -0.9505 -3.5204 0.01 -0.01 0.00 0.0000
H 5.1363 -3.2185 -2.0315 0.01 0.00 0.01 -0.0005
H 3.3982 -3.2452 -2.3751 0.03 0.01 -0.02 -0.0001
H 3.9734 -3.4757 -0.7186 0.01 -0.01 0.00 -0.0001
C 0.7393 -5.7626 1.1498 0.02 -0.02 -0.02 0.0007
N 0.3641 -5.3322 -0.1957 0.10 0.10 0.04 0.0014
C -0.0271 -6.3270 -1.1862 -0.04 -0.01 0.02 0.0004
C 0.1759 -4.0547 -0.4230 -0.21 -0.03 -0.19 0.0060
N -0.0172 -2.9332 -0.6128 0.27 -1.05 -0.32 0.0009
H -0.0918 -6.2916 1.6199 0.01 0.00 0.01 0.0002
H 0.9900 -4.8911 1.7509 -0.01 0.00 0.01 0.0001
H 1.6020 -6.4270 1.0950 0.00 0.00 0.01 -0.0001
H -0.8307 -6.9532 -0.7941 0.00 0.00 -0.01 -0.0001
H 0.8272 -6.9567 -1.4375 -0.01 -0.01 0.00 0.0002
H -0.3792 -5.8260 -2.0850 0.01 0.00 0.01 0.0000
```
Positions in Å, forces in eV/Å.

=====

Molecular formula: CH3N2O2S
Method: DFT, wB97M-V/def2-TZVPD

The gap between HOMO and LUMO comes out at 6.6389 eV. The calculation puts the energy above the lowest of the compared OMol25 structures with the same formula, charge and spin at 115.01 kJ/mol. For the LUMO energy, the calculation gives 3.78 eV. The SMILES is NN(S)C(=O)[O-]. The calculation puts the total energy at -18996.10517 eV. Its total charge is -1.

```
9
Properties=species:S:1:pos:R:3:forces:R:3:mulliken_charge:R:1
N 0.8682 1.2777 -0.2715 1.14 -0.46 0.51 -0.5907
N -0.0835 0.5536 0.5138 1.33 -2.58 0.53 -0.1313
S -1.7236 0.9447 0.4018 -0.16 0.35 -0.31 -0.3235
C 0.1710 -1.1612 0.2160 -1.63 2.49 -0.09 0.6723
O 1.3547 -1.3226 0.0730 1.09 -0.83 -0.11 -0.6537
O -0.8716 -1.8150 0.1669 0.58 0.03 0.40 -0.6675
H 0.5418 1.3431 -1.2169 -0.52 -0.03 -1.02 0.1981
H 1.6652 0.5754 -0.3356 -1.15 1.08 0.31 0.3097
H -1.9221 -0.3956 0.4524 -0.69 -0.04 -0.23 0.1867
```
Positions in Å, forces in eV/Å.

=====

Molecular formula: C5H6O
Method: DFT, wB97M-V/def2-TZVPD

The gap between HOMO and LUMO comes out at 9.7462 eV. The calculation puts the energy above the lowest of the compared OMol25 structures with the same formula, charge and spin at 405.08 kJ/mol. For the LUMO energy, the calculation gives 1.01 eV. The calculation puts the total energy at -7325.08615 eV. Its total charge is 0.

```
12
Properties=species:S:1:pos:R:3:forces:R:3:mulliken_charge:R:1
C 0.6120 -0.4403 -1.1408 0.05 -0.14 -0.13 -0.3804
C 0.4248 0.8223 -0.2896 0.12 0.06 0.08 0.1255
O -0.8632 0.9739 -0.9547 -0.17 -0.15 -0.23 -0.1920
C -0.8987 -0.2900 -1.3894 0.25 0.32 -0.63 -0.4190
C -0.8080 -0.5378 1.2808 0.06 0.16 0.18 -0.7142
C 0.1234 0.4009 1.1342 -0.22 -0.23 0.03 -0.3260
H 1.0629 -0.2504 -2.1184 0.14 0.08 0.06 0.2788
H 1.0446 -1.3293 -0.6781 -0.20 0.13 -0.17 0.2391
H 1.0732 1.6971 -0.4145 -0.15 -0.17 0.15 0.3816
H -1.3662 -0.8995 0.3958 0.17 0.00 0.67 0.3594
H -1.0904 -0.9894 2.2201 0.07 0.15 0.15 0.2920
H 0.6856 0.8425 1.9547 -0.12 -0.19 -0.15 0.3553
```
Positions in Å, forces in eV/Å.